The following is a DFT calculation (ωB97M-V with the def2-TZVPD basis set) of a single C23H28N2O4 molecule.

The value obtained for the relative energy (zero: lowest compared OMol25 entry of this formula, charge and spin) is 418.6 kJ/mol. As for the energy: -35473.98213 eV. The value obtained for the largest force on an atom is 0.69 eV/A. The SMILES is COc1cc(C(=O)N2CCN(C/C=C/c3ccccc3)CC2)cc(OC)c1OC.

Bonds (Å) are listed after each position.
Element x y z (Å)
1 C 2.9240 -2.9154 -4.8519  O2 1.411, H30 1.093, H31 1.090, H32 1.091
2 O 3.0831 -2.6583 -3.4737  C1 1.411, C3 1.358
3 C 2.4481 -1.6275 -2.8587  O2 1.358, C4 1.399, C27 1.400
4 C 2.8294 -1.4594 -1.5236  C3 1.399, C5 1.378, H33 1.078
5 C 2.2761 -0.4633 -0.7481  C4 1.378, C6 1.500, C23 1.389
6 C 2.7261 -0.2273 0.6628  C5 1.500, O7 1.217, N8 1.356
7 O 3.4090 0.7350 0.9611  C6 1.217
8 N 2.3433 -1.1608 1.5681  C6 1.356, C9 1.443, C22 1.448
9 C 1.3020 -2.1347 1.3463  N8 1.443, C10 1.531, H34 1.089, H35 1.094
10 C -0.0057 -1.6282 1.9617  C9 1.531, N11 1.451, H36 1.092, H37 1.105
11 N 0.1933 -1.3772 3.3765  C10 1.451, C12 1.460, C21 1.453
12 C -1.0488 -1.0692 4.0796  N11 1.460, C13 1.502, H38 1.094, H39 1.094
13 C -1.7058 0.1976 3.6121  C12 1.502, C14 1.331, H40 1.081
14 C -2.7004 0.2225 2.7274  C13 1.331, C15 1.457, H41 1.085
15 C -3.3315 1.4049 2.1559  C14 1.457, C16 1.396, C20 1.396
16 C -4.5223 1.2562 1.4420  C15 1.396, C17 1.381, H42 1.081
17 C -5.1559 2.3466 0.8782  C16 1.381, C18 1.385, H43 1.080
18 C -4.6076 3.6118 1.0075  C17 1.385, C19 1.386, H44 1.080
19 C -3.4208 3.7747 1.7037  C18 1.386, C20 1.381, H45 1.080
20 C -2.7887 2.6856 2.2716  C15 1.396, C19 1.381, H46 1.079
21 C 1.2388 -0.3895 3.5845  N11 1.453, C22 1.529, H47 1.092, H48 1.103
22 C 2.5462 -0.9013 2.9777  N8 1.448, C21 1.529, H49 1.091, H50 1.093
23 C 1.3167 0.3856 -1.2859  C5 1.389, C24 1.386, H51 1.078
24 C 0.9047 0.2220 -2.5986  C23 1.386, O25 1.365, C27 1.411
25 O -0.0648 0.9817 -3.1866  C24 1.365, C26 1.407
26 C -0.6923 1.9834 -2.4234  O25 1.407, H52 1.095, H53 1.089, H54 1.094
27 C 1.4775 -0.7815 -3.4081  C3 1.400, C24 1.411, O28 1.383
28 O 1.0431 -0.9643 -4.7083  C27 1.383, C29 1.415
29 C 1.2392 0.1223 -5.5928  O28 1.415, H55 1.091, H56 1.096, H57 1.089
30 H 3.2753 -2.0789 -5.4614  C1 1.093
31 H 3.5483 -3.7875 -5.0477  C1 1.090
32 H 1.8866 -3.1386 -5.1060  C1 1.091
33 H 3.5816 -2.1228 -1.1281  C4 1.078
34 H 1.1728 -2.3146 0.2796  C9 1.089
35 H 1.5953 -3.0666 1.8394  C9 1.094
36 H -0.7818 -2.3884 1.8500  C10 1.092
37 H -0.3252 -0.7210 1.4176  C10 1.105
38 H -0.8072 -0.9993 5.1440  C12 1.094
39 H -1.7200 -1.9197 3.9303  C12 1.094
40 H -1.2779 1.1147 3.9912  C13 1.081
41 H -3.1182 -0.7204 2.3920  C14 1.085
42 H -4.9553 0.2710 1.3372  C16 1.081
43 H -6.0795 2.2103 0.3345  C17 1.080
44 H -5.0999 4.4657 0.5662  C18 1.080
45 H -2.9849 4.7584 1.8027  C19 1.080
46 H -1.8597 2.8311 2.8016  C20 1.079
47 H 1.3629 -0.2354 4.6584  C21 1.092
48 H 0.9994 0.5780 3.1117  C21 1.103
49 H 3.3329 -0.1525 3.0767  C22 1.091
50 H 2.8484 -1.8310 3.4666  C22 1.093
51 H 0.9010 1.1619 -0.6650  C23 1.078
52 H -1.2107 1.5650 -1.5548  C26 1.095
53 H -1.4227 2.4419 -3.0886  C26 1.089
54 H 0.0217 2.7434 -2.0911  C26 1.094
55 H 0.6124 0.9764 -5.3312  C29 1.091
56 H 2.2893 0.4355 -5.6051  C29 1.096
57 H 0.9589 -0.2487 -6.5776  C29 1.089

---

The following is a DFT calculation (ωB97M-V with the def2-TZVPD basis set) of a single C23H28N2O5 molecule at a distorted geometry.

The value obtained for the relative energy (zero: lowest compared OMol25 entry of this formula, charge and spin) is 267.9 kJ/mol. As for the energy: -37522.75502 eV. The value obtained for the largest force on an atom is 1.27 eV/A. The SMILES is COc1ccc(C(=O)N/N=C(\CCC(=O)O)c2ccc(C(C)(C)C)cc2)cc1OC.

Bonds (Å) are listed after each position.
Element x y z (Å)
1 C 3.9344 -3.5647 -1.5774  O2 1.410, H31 1.092, H32 1.090, H33 1.092
2 O 3.0053 -4.4461 -0.9879  C1 1.410, C3 1.360
3 C 1.6910 -4.1207 -0.8603  O2 1.360, C4 1.395, C28 1.410
4 C 0.9103 -5.1386 -0.3119  C3 1.395, C5 1.377, H34 1.079
5 C -0.4419 -4.9864 -0.1023  C4 1.377, C6 1.390, H35 1.078
6 C -1.0565 -3.7843 -0.4344  C5 1.390, C7 1.476, C27 1.393
7 C -2.5091 -3.6428 -0.2128  C6 1.476, O8 1.216, N9 1.377
8 O -3.3130 -4.5499 -0.3091  C7 1.216
9 N -2.9669 -2.3814 0.0977  C7 1.377, N10 1.334, H36 1.022
10 N -2.1525 -1.3761 0.4223  N9 1.334, C11 1.277
11 C -2.5201 -0.1563 0.5087  N10 1.277, C12 1.513, C17 1.464
12 C -3.9219 0.3261 0.2045  C11 1.513, C13 1.545, H37 1.088, H38 1.094
13 C -4.1816 0.2963 -1.3183  C12 1.545, C14 1.509, H39 1.090, H40 1.091
14 C -3.0349 0.9608 -2.0391  C13 1.509, O15 1.202, O16 1.336
15 O -2.0266 0.4107 -2.3932  C14 1.202
16 O -3.2493 2.2660 -2.2304  C14 1.336, H41 0.970
17 C -1.4540 0.7917 0.8383  C11 1.464, C18 1.399, C26 1.392
18 C -0.2283 0.3016 1.3014  C17 1.399, C19 1.376, H42 1.079
19 C 0.8226 1.1501 1.5668  C18 1.376, C20 1.395, H43 1.080
20 C 0.7124 2.5295 1.3882  C19 1.395, C21 1.519, C25 1.389
21 C 1.9048 3.4230 1.6838  C20 1.519, C22 1.531, C23 1.536, C24 1.535
22 C 1.6101 4.9049 1.4363  C21 1.531, H44 1.088, H45 1.088, H46 1.088
23 C 3.0724 3.0077 0.7771  C21 1.536, H47 1.086, H48 1.088, H49 1.088
24 C 2.3031 3.2538 3.1568  C21 1.535, H50 1.088, H51 1.088, H52 1.086
25 C -0.5081 3.0137 0.9365  C20 1.389, C26 1.384, H53 1.078
26 C -1.5710 2.1684 0.6686  C17 1.392, C25 1.384, H54 1.080
27 C -0.2968 -2.7676 -1.0082  C6 1.393, C28 1.387, H55 1.076
28 C 1.0669 -2.9077 -1.2170  C3 1.410, C27 1.387, O29 1.372
29 O 1.8329 -1.9072 -1.7595  C28 1.372, C30 1.410
30 C 1.2262 -0.6634 -2.0275  O29 1.410, H56 1.093, H57 1.089, H58 1.094
31 H 3.6593 -3.3144 -2.6037  C1 1.092
32 H 4.8791 -4.1089 -1.5764  C1 1.090
33 H 4.0433 -2.6449 -0.9995  C1 1.092
34 H 1.4126 -6.0578 -0.0550  C4 1.079
35 H -1.0308 -5.7838 0.3223  C5 1.078
36 H -3.9834 -2.2862 0.1324  N9 1.022
37 H -4.0697 1.3353 0.5842  C12 1.088
38 H -4.6533 -0.3198 0.6990  C12 1.094
39 H -5.1084 0.8217 -1.5470  C13 1.090
40 H -4.2427 -0.7348 -1.6693  C13 1.091
41 H -2.4870 2.6788 -2.6663  O16 0.970
42 H -0.1227 -0.7624 1.4431  C18 1.079
43 H 1.7496 0.7235 1.9193  C19 1.080
44 H 0.8007 5.2549 2.0728  C22 1.088
45 H 2.4958 5.4934 1.6666  C22 1.088
46 H 1.3502 5.0848 0.3956  C22 1.088
47 H 3.3666 1.9776 0.9567  C23 1.086
48 H 3.9342 3.6455 0.9615  C23 1.088
49 H 2.7890 3.1036 -0.2691  C23 1.088
50 H 3.1469 3.8988 3.3923  C24 1.088
51 H 1.4714 3.5230 3.8045  C24 1.088
52 H 2.5871 2.2285 3.3758  C24 1.086
53 H -0.6542 4.0705 0.7807  C25 1.078
54 H -2.4873 2.6098 0.3063  C26 1.080
55 H -0.7814 -1.8566 -1.3131  C27 1.076
56 H 0.4441 -0.7429 -2.7870  C30 1.093
57 H 2.0300 -0.0302 -2.4017  C30 1.089
58 H 0.8012 -0.2181 -1.1228  C30 1.094

---

Q: What is the formula in the first record?
A: C23H28N2O4